A:
Density functional theory data (ωB97M-V with the def2-TZVPD basis set) for 3 unconnected molecules or ions with the total composition C6H15NO2.

XYZ file:
```
24
Properties=species:S:1:pos:R:3:nbo_charge:R:1
C -3.160 -1.670 0.536 -0.403
C -2.210 -1.507 -0.365 -0.202
C -0.893 -0.860 -0.166 -0.329
C -0.315 0.053 -0.974 0.219
C -0.933 0.525 -2.203 -0.686
N 1.055 0.309 -0.677 -0.638
C 1.556 1.613 -0.966 -0.430
H -4.134 -2.111 0.493 0.200
H -2.964 -1.481 1.605 0.179
H -2.395 -1.799 -1.387 0.192
H -0.455 -1.139 0.788 0.189
H -1.295 1.561 -2.136 0.234
H -0.295 0.332 -3.067 0.231
H -1.981 0.161 -2.272 0.242
H 1.451 -0.231 0.060 0.410
H 1.760 1.724 -2.039 0.206
H 2.672 1.672 -0.735 0.190
H 1.134 2.490 -0.421 0.185
O 0.736 0.221 3.251 -0.941
H 0.253 0.657 2.527 0.476
H 1.052 -0.585 2.839 0.467
O 2.943 -0.236 1.583 -0.968
H 3.393 0.518 1.186 0.485
H 3.026 -0.217 2.540 0.490
```

SMILES string   C=C/C=C(\C)NC.O.O
LUMO energy   0.57 eV
Kohn-Sham gap   8.169 eV


B:
Density functional theory data (ωB97M-V with the def2-TZVPD basis set) for a molecular structure, C6H15NO2.

XYZ file:
```
24
Properties=species:S:1:pos:R:3:nbo_charge:R:1
C 0.797 -1.565 0.216 0.243
C -0.891 -0.691 -1.140 0.045
C -0.760 1.203 0.756 -0.016
C 1.226 1.097 0.547 -0.431
C -2.341 -0.786 -1.443 -0.681
C 1.595 1.589 -0.832 -0.649
N 1.073 -2.136 1.452 -0.856
O -0.454 -1.489 -0.169 -0.428
O -1.034 0.614 1.987 -0.724
H -0.281 0.773 2.564 0.467
H 1.596 -1.425 -0.496 0.150
H -0.173 -0.381 -1.888 0.153
H 0.272 -2.132 2.067 0.385
H 1.532 -3.041 1.439 0.368
H -0.637 2.288 0.791 0.136
H -1.642 1.056 0.146 0.188
H 1.916 0.349 0.927 0.211
H 1.301 1.895 1.289 0.176
H -2.911 -0.861 -0.514 0.220
H -2.668 0.111 -1.974 0.215
H -2.606 -1.649 -2.069 0.208
H 2.298 2.427 -0.805 0.209
H 0.730 1.938 -1.402 0.209
H 2.064 0.814 -1.450 0.201
```

LUMO energy (alpha / beta)   1.03 / 1.01 eV
Kohn-Sham gap (alpha / beta)   7.079 / 7.441 eV


C:
Density functional theory data (ωB97M-V with the def2-TZVPD basis set) for a molecular structure, C6H15NO2.

XYZ file:
```
24
Properties=species:S:1:pos:R:3:nbo_charge:R:1
C 0.662 -0.432 -0.023 -0.146
C -1.986 -0.627 -2.028 -0.455
C 1.273 -0.127 -1.361 -0.678
N -1.880 -0.658 -0.586 -0.261
O -2.070 -1.959 -0.117 -0.572
H -1.575 -2.576 -0.686 0.430
H 0.565 -1.484 0.233 0.224
H -0.718 -0.273 -0.102 0.332
H -2.998 -0.926 -2.319 0.210
H -1.814 0.392 -2.367 0.211
H -1.277 -1.301 -2.537 0.153
H 2.332 0.104 -1.251 0.263
H 0.790 0.733 -1.828 0.216
H 1.189 -0.986 -2.031 0.223
C 1.139 2.005 0.962 -0.663
C 0.089 0.228 2.485 -0.660
C 1.052 0.535 1.347 0.382
O 2.113 -0.225 1.218 -0.550
H -0.898 0.650 2.296 0.224
H 1.881 2.158 0.182 0.222
H 0.172 2.388 0.635 0.220
H 1.459 2.568 1.841 0.226
H 0.495 0.658 3.402 0.220
H 0.002 -0.846 2.634 0.228
```

LUMO energy (alpha / beta)   -0.07 / -0.07 eV
Kohn-Sham gap (alpha / beta)   7.993 / 7.998 eV


D:
Density functional theory data (ωB97M-V with the def2-TZVPD basis set) for 3 unconnected molecules or ions with the total composition C6H15NO2.

XYZ file:
```
24
Properties=species:S:1:pos:R:3:nbo_charge:R:1
C 0.181 0.594 0.186 0.295
C -1.061 -1.766 -0.084 0.029
C 0.988 -0.496 0.378 -0.409
C 2.654 1.049 0.024 -0.140
C -0.321 1.420 1.326 -0.671
C -2.435 -1.293 0.269 -0.681
N -0.198 0.967 -1.068 -0.847
O -0.923 -1.766 -1.523 -0.770
O 2.716 1.093 -1.363 -0.734
H -0.216 -2.373 -1.762 0.476
H 1.874 1.453 -1.684 0.479
H -0.807 -2.743 0.335 0.146
H -0.333 0.184 -1.708 0.426
H -0.927 1.664 -1.123 0.383
H 1.373 -1.055 -0.460 0.214
H 1.231 -0.813 1.376 0.219
H 2.529 2.015 0.520 0.132
H 3.466 0.448 0.423 0.155
H -1.380 1.202 1.487 0.230
H -0.222 2.486 1.106 0.221
H 0.224 1.202 2.241 0.231
H -2.609 -0.265 -0.077 0.193
H -3.237 -1.905 -0.177 0.207
H -2.568 -1.305 1.354 0.215
```

LUMO energy (alpha / beta)   0.78 / 0.78 eV
Kohn-Sham gap (alpha / beta)   6.302 / 7.006 eV


Stability, lowest: B


A:
Density functional theory data (ωB97M-V with the def2-TZVPD basis set) for 2 unconnected molecules or ions with the total composition CH4Cl2N2OS2.

XYZ file:
```
12
Properties=species:S:1:pos:R:3:nbo_charge:R:1
C -1.841 -0.049 -0.323 -0.097
N 1.205 -0.767 -0.507 -1.103
N -0.364 0.590 1.059 -0.898
O 2.161 0.816 1.147 -0.929
S 0.808 1.995 -1.177 -0.472
S 1.108 0.697 0.175 1.860
Cl -3.164 0.667 0.386 0.153
Cl -1.764 -1.753 -0.248 0.081
H -1.291 0.364 -1.107 0.243
H 1.826 -0.968 -1.276 0.416
H 1.345 -1.539 0.097 0.395
H -0.030 -0.052 1.774 0.351
```

LUMO energy   -0.78 eV
Kohn-Sham gap   8.544 eV


B:
Density functional theory data (ωB97M-V with the def2-TZVPD basis set) for a molecular structure, CH4Cl2N2OS2.

XYZ file:
```
12
Properties=species:S:1:pos:R:3:nbo_charge:R:1
C -1.436 -0.111 0.725 -0.473
N -0.871 -0.499 -0.504 -0.682
N 1.947 -0.195 0.092 -0.678
O 1.221 0.292 -2.221 -0.870
S 0.496 2.419 -0.333 -0.367
S 0.752 0.577 -0.922 1.713
Cl 1.622 -0.306 1.777 0.195
Cl 2.232 -1.769 -0.607 0.177
H -1.424 0.958 0.823 0.206
H -2.391 -0.733 0.945 0.226
H -0.681 -0.400 1.414 0.203
H -1.466 -0.236 -1.190 0.349
```

LUMO energy   -0.63 eV
Kohn-Sham gap   9.216 eV


Stability, lowest: B


A:
Density functional theory data (ωB97M-V with the def2-TZVPD basis set) for a molecular structure, C2H3FINO.

XYZ file:
```
9
Properties=species:S:1:pos:R:3:nbo_charge:R:1
C 1.052 1.000 -0.034 0.605
C -0.432 0.825 -0.133 -0.051
N 1.730 -0.136 0.197 -0.805
O 1.528 2.081 -0.092 -0.547
F -1.008 2.076 0.063 -0.341
I 3.752 -0.020 -0.003 0.357
H -1.015 0.250 0.545 0.193
H -0.559 0.352 -1.114 0.186
H 1.277 -0.847 0.708 0.406
```

LUMO energy   -0.48 eV
Kohn-Sham gap   9.101 eV


B:
Density functional theory data (ωB97M-V with the def2-TZVPD basis set) for 2 unconnected molecules or ions with the total composition C2H3FINO.

XYZ file:
```
9
Properties=species:S:1:pos:R:3:nbo_charge:R:1
C -1.063 0.615 1.643 0.869
C 0.286 -0.485 -1.608 -0.208
N -0.814 0.033 2.649 -0.770
O -1.228 1.408 0.816 -0.528
F 0.061 -1.107 -0.399 -0.407
I 1.821 1.035 -1.246 0.390
H 0.787 -1.250 -2.221 0.116
H 0.665 2.105 -0.967 0.112
H -0.672 -0.915 2.915 0.427
```

LUMO energy   0.16 eV
Kohn-Sham gap   7.973 eV


Stability, lowest: B


A:
Density functional theory data (ωB97M-V with the def2-TZVPD basis set) for a gas-phase ion, C6H8N (charge +1).

XYZ file:
```
15
Properties=species:S:1:pos:R:3:nbo_charge:R:1
C 2.035 -0.574 0.028 -0.269
C 1.178 -0.889 0.949 0.316
C 1.432 0.581 -0.725 -0.435
C -0.039 -0.126 1.208 -0.156
C 0.224 0.851 0.107 0.044
C -2.178 -0.519 -0.166 -0.458
N -0.798 -0.348 0.102 -0.172
H 3.009 -0.948 -0.472 0.310
H 2.125 1.384 -0.506 0.263
H 1.373 0.461 -1.795 0.275
H -0.399 0.017 2.218 0.271
H -0.270 1.829 -0.057 0.259
H -2.421 0.302 -0.869 0.243
H -2.316 -1.540 -0.657 0.266
H -2.953 -0.482 0.635 0.244
```

Net charge   +1
LUMO energy (alpha / beta)   -7.18 / -5.94 eV
Kohn-Sham gap (alpha / beta)   6.928 / 8.829 eV


B:
Density functional theory data (ωB97M-V with the def2-TZVPD basis set) for a gas-phase ion, C6H8N (charge +1).

XYZ file:
```
15
Properties=species:S:1:pos:R:3:nbo_charge:R:1
C -0.590 1.968 -0.039 -0.691
C 0.454 0.907 -0.010 0.331
N 0.117 -0.392 -0.051 -0.245
C -1.131 -1.027 -0.058 -0.472
C 1.364 -1.254 0.021 -0.347
C 2.437 -0.290 -0.114 0.193
C 1.840 0.861 0.029 0.057
H -1.035 2.044 -0.959 0.269
H -0.279 2.920 0.224 0.274
H -1.195 1.889 0.823 0.271
H -1.792 -0.752 -0.850 0.247
H -1.875 -0.841 0.677 0.255
H -1.077 -2.027 0.135 0.246
H 1.197 -2.151 -0.742 0.300
H 1.564 -1.854 0.914 0.311
```

SMILES string   CC1=[N+](C)CC#C1
Net charge   +1
LUMO energy (alpha / beta)   -6.42 / -5.93 eV
Kohn-Sham gap (alpha / beta)   8.712 / 9.188 eV


Stability, lowest: A


A:
Density functional theory data (ωB97M-V with the def2-TZVPD basis set) for a gas-phase ion, C6H8N (charge +1).

XYZ file:
```
15
Properties=species:S:1:pos:R:3:nbo_charge:R:1
C -0.223 0.968 0.088 0.183
C -1.698 0.930 0.151 -0.308
C -0.877 -1.521 -0.156 -0.093
C -2.539 -0.136 0.080 0.116
C 0.524 -1.328 -0.164 -0.128
C 2.089 0.494 0.025 -0.390
N 0.737 0.063 0.074 -0.221
H 0.183 1.927 0.166 0.212
H -1.999 1.974 0.087 0.252
H -1.181 -2.454 -0.407 0.181
H -3.432 -0.611 0.027 0.236
H 1.385 -1.994 -0.210 0.269
H 2.565 -0.062 -0.709 0.233
H 2.498 0.226 1.014 0.238
H 1.968 1.523 -0.067 0.220
```

Net charge   +1
LUMO energy   -5.51 eV
Kohn-Sham gap   8.821 eV


B:
Density functional theory data (ωB97M-V with the def2-TZVPD basis set) for 2 unconnected molecules or ions with the total composition C6H8N.

XYZ file:
```
15
Properties=species:S:1:pos:R:3:nbo_charge:R:1
C -0.383 -2.956 -1.490 0.381
C 0.448 -0.612 1.388 -0.002
C 1.409 -0.548 2.233 -0.366
C -0.811 -0.119 0.871 0.087
C -0.361 -1.201 0.199 0.030
C -0.413 2.144 -1.289 -0.882
N -0.423 -2.074 -0.734 -0.196
H 0.140 -3.188 -2.405 0.289
H 2.318 -1.154 2.236 0.247
H 1.485 0.270 3.082 0.259
H -1.671 0.489 0.940 0.265
H 0.096 1.306 -1.754 0.211
H -1.484 1.984 -0.883 0.204
H -0.564 3.001 -1.877 0.246
H 0.216 2.657 -0.516 0.229
```

Net charge   +1
LUMO energy (alpha / beta)   -6.65 / -6.78 eV
Kohn-Sham gap (alpha / beta)   6.967 / 6.749 eV


Stability, lowest: B


A:
Density functional theory data (ωB97M-V with the def2-TZVPD basis set) for C5H10O2 in the gas phase.

XYZ file:
```
17
Properties=species:S:1:pos:R:3:nbo_charge:R:1
C -1.750 -1.569 0.214 -0.640
C -0.716 -0.487 -0.289 0.193
C 0.992 -0.255 -0.518 -0.361
C 2.081 0.486 0.402 -0.058
O 2.056 1.898 0.411 -0.721
C -1.347 0.820 -0.483 -0.130
O -0.500 0.674 0.629 -0.547
H -2.055 -2.247 -0.597 0.223
H -1.392 -2.195 1.035 0.220
H -2.700 -1.110 0.569 0.224
H 1.013 0.322 -1.442 0.208
H 1.368 -1.253 -0.616 0.193
H 3.052 0.238 -0.068 0.182
H 2.134 0.087 1.427 0.163
H 1.173 2.143 0.695 0.477
H -2.329 0.986 -0.053 0.193
H -1.079 1.463 -1.317 0.181
```

SMILES string   C[C@@]1(CCO)CO1
LUMO energy   0.93 eV
Kohn-Sham gap   10.073 eV


B:
Density functional theory data (ωB97M-V with the def2-TZVPD basis set) for 2 unconnected molecules or ions with the total composition C5H10O2.

XYZ file:
```
17
Properties=species:S:1:pos:R:3:nbo_charge:R:1
C 1.563 0.257 1.660 -0.726
C 1.062 -0.105 0.301 0.620
O 1.654 -0.920 -0.378 -0.558
C -0.316 0.474 -0.043 -0.002
C -1.107 -0.153 -1.192 -0.455
C -1.991 -0.727 -0.077 -0.056
O -1.196 -0.101 0.949 -0.532
H 2.636 0.072 1.706 0.239
H 1.320 1.283 1.946 0.224
H 1.035 -0.421 2.335 0.260
H -0.334 1.574 0.002 0.197
H -1.594 0.559 -1.862 0.218
H -0.544 -0.884 -1.773 0.233
H -1.989 -1.819 0.016 0.179
H -3.020 -0.356 -0.044 0.177
H 1.333 1.006 -1.806 -0.076
H 1.489 0.262 -1.741 0.055
```

SMILES string   CC(=O)[C@H]1CCO1.[H][H]
LUMO energy   0.96 eV
Kohn-Sham gap   10.465 eV


Stability, lowest: A